1.
Entry from the Open Molecules 2025 dataset: a molecular structure, C23H26N7O5RuS2Se2 at a distorted geometry (ωB97M-V with the def2-TZVPD basis set).

## Properties
Orbital gap (spin up / spin down)   5.44 / 5.44 eV
Expectation value of S²   0.759
Spin multiplicity   2
Electronic energy   -199887.382 eV
F_max   1.98 eV Å⁻¹
Net charge   -2
M   803.6 g/mol

Cartesian coordinates (Å):
Ru -0.2794 0.5792 -0.9754
N 0.1208 2.5074 -4.9381
C -0.2644 1.9853 -3.7060
S 0.9531 1.8018 -2.5112
N -1.5094 1.6903 -3.5574
N -1.7760 1.1595 -2.2718
C -2.9777 1.4419 -1.8880
C -3.6691 0.8514 -0.7749
C -4.8821 1.3963 -0.3429
C -5.6112 0.7998 0.6642
C -5.1122 -0.3805 1.2411
C -3.9330 -0.9478 0.8195
C -3.1593 -0.3497 -0.2139
O -2.0662 -0.8707 -0.6292
H 0.9486 3.0793 -4.8831
H -0.6490 2.9607 -5.4079
H -3.5219 2.1402 -2.5163
H -5.2240 2.3195 -0.7991
H -6.5367 1.2393 1.0133
H -5.6630 -0.8492 2.0514
H -3.5315 -1.8420 1.2797
O -2.0176 3.8247 3.4161
C -0.6952 3.8893 2.8936
C -0.3718 2.7958 1.8694
C 1.0389 3.1215 1.3751
O 1.4095 2.2867 0.2995
C -1.4144 2.8118 0.7431
Se -2.0460 4.5387 0.0430
C -0.4018 1.4353 2.5739
Se -0.1738 -0.1971 1.4806
H -2.5826 4.0518 2.6596
H -0.0043 3.8075 3.7392
H -0.5584 4.8580 2.4054
H 1.7365 2.9998 2.2130
H 1.0662 4.1640 1.0396
H 2.2170 1.7839 0.4843
H -2.2850 2.2437 1.0699
H -1.0404 2.2354 -0.1307
H -1.3650 1.3269 3.0699
H 0.3775 1.4184 3.3421
N 3.7148 -5.6220 2.8425
C 3.6923 -4.4469 2.0647
C 3.0448 -3.3058 2.5336
C 3.0407 -2.1434 1.7835
C 3.6930 -2.1125 0.5576
C 4.3353 -3.2425 0.0790
C 4.3454 -4.4043 0.8358
S 3.6134 -0.6403 -0.4208
O 3.7735 0.4694 0.4995
O 4.5999 -0.7863 -1.4660
N 2.1204 -0.5411 -0.9432
C 1.5332 -1.4129 -1.7539
N 0.2308 -1.0252 -2.0083
C -0.5267 -1.7659 -2.7890
C -0.0317 -2.9296 -3.3595
C 1.2722 -3.2682 -3.0319
N 2.0606 -2.5454 -2.2484
H 2.9333 -5.6894 3.4761
H 3.7974 -6.4608 2.2897
H 2.5189 -3.3361 3.4820
H 2.5004 -1.2667 2.1214
H 4.8131 -3.1986 -0.8903
H 4.8496 -5.2915 0.4661
H -1.5394 -1.4142 -2.9350
H -0.6415 -3.5429 -4.0051
H 1.7106 -4.1847 -3.4209

2.
Entry from the Open Molecules 2025 dataset: a molecular structure, C23H26O3 at a distorted geometry (ωB97M-V with the def2-TZVPD basis set).

## Properties
Orbital gap   6.04 eV
Electronic energy   -30411.897 eV
F_max   3.88 eV Å⁻¹
M   350.5 g/mol

Cartesian coordinates (Å):
C -2.1323 -6.6125 0.3885
O -0.9636 -6.0587 1.0404
C -0.5663 -4.8003 0.7083
C 0.6371 -4.3258 1.2856
C 1.1079 -3.0717 0.9662
C 0.4125 -2.2203 0.0839
C 1.0076 -0.8908 -0.2223
C 0.9663 -0.4256 -1.6286
C 1.4931 0.8465 -1.9067
C 1.3746 1.4199 -3.1603
C 0.7504 0.7203 -4.2004
C 0.5745 1.3580 -5.5419
C 0.3372 -0.5950 -3.9688
C 0.4825 -1.1767 -2.7146
C -0.7969 -2.6898 -0.4611
C -1.2729 -3.9661 -0.1890
H -2.2699 -7.5902 0.8542
H -3.0164 -5.9818 0.5588
H -1.9592 -6.7282 -0.6911
H 1.1698 -4.9739 1.9756
H 2.0632 -2.7343 1.3721
H 2.0607 -0.9361 0.0832
H 2.0069 1.3961 -1.1182
H 1.7503 2.4310 -3.3352
H -0.2558 0.9029 -6.0897
H 0.3888 2.4316 -5.4370
H 1.4762 1.2478 -6.1567
H -0.1144 -1.1699 -4.7781
H 0.2234 -2.2236 -2.5739
H -1.3525 -2.0635 -1.1584
H -2.1842 -4.3203 -0.6739
C -0.5209 4.6061 3.5874
C -0.3107 3.5416 2.5109
C -0.7966 4.0977 1.1682
C 1.1707 3.1493 2.4174
C 1.4039 2.0189 1.3959
O 2.4545 2.0655 0.7184
C 0.4194 1.0098 1.2612
C -0.8231 1.0652 1.9468
O -1.7092 0.2023 1.8037
C -1.0859 2.2643 2.8876
H -0.1871 4.2527 4.5702
H 0.0295 5.5231 3.3446
H -1.5842 4.8648 3.6591
H -0.6400 3.3798 0.3597
H -1.8650 4.3338 1.2293
H -0.2541 5.0200 0.9273
H 1.7671 4.0294 2.1413
H 1.5224 2.8220 3.4099
H 0.5750 0.0860 0.5326
H -0.8031 1.9825 3.9170
H -2.1615 2.4861 2.9008

In the order shown, the computed energy above the lowest of the compared OMol25 structures with the same formula, charge and spin values come out to 255.4 298.7 kJ/mol.